The following is a quantum chemistry calculation of 2 unconnected molecules or ions with the total composition CH2O2S, from the Open Molecules 2025 dataset.

Structure (XYZ):
```
6
Properties=species:S:1:pos:R:3
C 0.291 -0.013 0.059
H 2.217 -0.498 0.946
H 1.778 1.063 0.202
O 1.234 -1.016 -0.145
O 0.749 1.167 -0.094
S -1.350 -0.106 0.026
```

As for the gap between HOMO and LUMO: 6.533 eV. The value obtained for the HOMO energy is -8.987 eV. The calculation puts the LUMO energy at -2.45 eV. The total energy is -15995.39453 eV. Its energy above the lowest of the compared OMol25 structures with the same formula, charge and spin is 4.5408 eV. Its charge is 0.